# 1
Below is a molecular structure, C6H10NO at a distorted geometry, with properties calculated with ωB97M-V/def2-TZVPD.

Calculated values
Kohn-Sham gap in hartree: 0.214
Relative energy (zero: lowest compared OMol25 entry of this formula, charge and spin) in kcal/mol: 141.50
E in Ha: -364.12174
Net charge: +1

Each line ends with the Mulliken charge.
Element x y z (Å)
O: -1.037 1.622 -0.901  -0.559
C: -0.717 2.084 0.226  0.044
C: -0.560 1.208 1.344  -0.580
C: -0.865 -0.263 1.007  -0.820
C: 0.303 -0.919 0.204  0.741
C: 1.521 -1.115 0.806  -0.610
C: 0.610 -1.082 -2.209  -0.708
N: -0.151 -1.283 -0.969  -0.071
H: -0.434 3.126 0.505  0.386
H: -1.734 1.675 1.028  0.293
H: -0.377 1.587 2.338  0.500
H: -1.565 -0.120 0.193  0.401
H: -1.256 -0.836 1.851  0.412
H: 1.476 -0.804 1.844  0.275
H: 2.376 -1.588 0.332  0.312
H: 0.096 -1.692 -2.969  0.300
H: 0.724 -0.046 -2.540  0.303
H: 1.588 -1.555 -2.090  0.379

Force components x, y, z for each atom (eV/Å):
O 0.8 1.2 1.2
C 1.7 0.2 -2.7
C -2.9 -1.2 -0.1
C 0.2 0.6 0.0
C -0.7 0.6 0.7
C -0.5 0.6 -0.5
C -0.8 -2.1 0.2
N 1.1 1.1 -1.4
H -0.6 -0.1 -0.8
H 0.8 -0.7 2.2
H 0.4 0.0 0.0
H -0.8 -0.6 0.4
H 0.2 0.0 -0.3
H 0.8 -0.3 0.1
H -0.2 -0.2 0.3
H 0.1 0.6 0.1
H -0.2 0.1 0.5
H 0.5 0.3 0.2


# 2
Below is a gas-phase ion, C6H10NO (charge +1) at a distorted geometry, with properties calculated with ωB97M-V/def2-TZVPD.

Calculated values
Kohn-Sham gap in hartree: 0.336
Relative energy (zero: lowest compared OMol25 entry of this formula, charge and spin) in kcal/mol: 83.68
E in Ha: -364.21389
Net charge: +1
Structure (SMILES): C=C1O[C@H]1/C=[NH+]\CC

Each line ends with the Mulliken charge.
Element x y z (Å)
C: -3.441 -1.243 0.947  -0.803
C: -2.942 -0.322 0.240  0.372
O: -3.118 0.726 -0.585  -0.403
C: -1.827 0.264 -0.516  0.100
C: -0.738 1.291 0.190  -0.027
N: 0.559 1.413 0.066  -0.028
C: 1.351 0.487 -0.674  -0.205
C: 2.108 -0.431 0.315  -1.001
H: -4.525 -1.142 0.926  0.253
H: -3.033 -2.216 1.275  0.286
H: -1.198 -0.152 -1.325  0.357
H: -1.056 2.148 0.806  0.413
H: 1.056 2.186 0.525  0.313
H: 0.596 -0.077 -1.249  0.049
H: 2.181 0.963 -1.245  0.315
H: 1.485 -1.026 0.997  0.336
H: 2.492 -1.103 -0.421  0.327
H: 3.025 0.013 0.826  0.347

Force components x, y, z for each atom (eV/Å):
C -2.8 -2.4 0.9
C 4.1 1.1 -1.8
O -1.7 1.3 -0.5
C 4.9 0.8 1.6
C -0.4 1.2 0.4
N -2.0 0.1 -0.4
C 1.1 -1.0 0.8
C 0.7 0.0 -0.2
H -0.1 -0.4 0.6
H 0.2 1.2 0.0
H -1.7 -0.2 -0.2
H -0.9 -0.7 -0.2
H -0.5 -0.3 0.0
H 1.2 0.1 -0.2
H -1.3 0.0 -0.1
H 0.1 0.5 -0.1
H 0.7 -1.1 0.0
H -1.5 -0.2 -0.6


# 3
Below is a gas-phase ion, C6H10NO (charge +1) at a distorted geometry, with properties calculated with ωB97M-V/def2-TZVPD.

Calculated values
Kohn-Sham gap in hartree: 0.433
Relative energy (zero: lowest compared OMol25 entry of this formula, charge and spin) in kcal/mol: 89.33
E in Ha: -364.20489
Net charge: +1
Structure (SMILES): C#C[C@H](O)[N@H+]1C[C@@H]1C

Each line ends with the Mulliken charge.
Element x y z (Å)
C: 2.189 2.167 1.678  -0.024
C: 1.140 1.613 1.417  -0.757
C: -0.237 1.311 1.013  0.416
O: -1.068 0.545 2.136  -0.566
N: -0.366 0.200 0.093  0.084
C: -0.847 0.094 -1.272  -0.454
C: 0.553 -0.306 -0.870  0.114
C: 0.868 -1.794 -0.563  -1.313
H: 3.065 2.403 2.230  0.424
H: -0.850 2.231 0.690  0.281
H: -0.927 1.020 2.951  0.347
H: -0.652 -0.640 0.593  0.333
H: -1.001 0.885 -2.009  0.279
H: -1.590 -0.629 -1.357  0.286
H: 1.373 0.290 -1.188  0.468
H: 1.838 -1.845 -0.119  0.341
H: 0.929 -2.354 -1.462  0.390
H: -0.027 -2.296 0.037  0.352

Force components x, y, z for each atom (eV/Å):
C -1.5 -1.4 0.5
C 0.1 1.1 -0.4
C -2.4 -0.1 2.7
O 1.8 1.9 -2.3
N -0.2 0.6 0.3
C 1.3 0.2 -1.4
C -0.3 -2.7 -1.1
C -2.1 0.6 0.3
H 0.5 0.4 -0.3
H 1.1 -1.5 0.4
H 0.0 0.3 0.7
H -0.5 0.5 0.7
H 0.3 0.5 1.0
H -1.0 -1.3 -0.2
H 0.3 0.7 0.0
H 0.3 -0.3 0.9
H 0.0 -0.5 -1.0
H 2.1 1.0 -0.9


# 4
Below is 2 unconnected molecules or ions with the total composition C6H10NO at a distorted geometry, with properties calculated with ωB97M-V/def2-TZVPD.

Calculated values
Kohn-Sham gap in hartree: 0.309
Relative energy (zero: lowest compared OMol25 entry of this formula, charge and spin) in kcal/mol: 115.43
E in Ha: -364.16329
Net charge: +1

Each line ends with the Mulliken charge.
Element x y z (Å)
C: 0.267 0.521 -0.100  -0.175
C: -0.896 1.131 -0.092  0.070
C: 2.893 -0.230 0.289  0.809
C: -1.903 2.041 -0.589  -1.064
C: 2.799 -1.162 -0.768  -0.785
C: -1.517 -1.113 0.749  -0.990
N: -0.777 0.115 0.921  -0.014
O: 3.349 0.511 1.024  -0.105
H: -2.892 1.435 -0.623  0.273
H: -1.621 2.184 -1.604  0.305
H: -2.151 2.957 -0.100  0.316
H: 2.547 -2.138 -0.418  0.332
H: 3.811 -1.314 -1.180  0.351
H: 1.975 -0.850 -1.385  0.361
H: -1.277 -1.467 -0.215  0.367
H: -1.100 -1.750 1.460  0.413
H: -2.678 -1.131 0.771  0.263
H: -0.829 0.261 1.859  0.273

Force components x, y, z for each atom (eV/Å):
C 0.7 0.8 -0.3
C 2.4 0.1 0.7
C 1.0 2.6 1.7
C -2.6 -2.3 -0.5
C 0.5 -0.8 -0.5
C -2.1 -0.4 -1.0
N -2.9 -1.1 -2.1
O -1.4 -1.7 -1.4
H 1.4 1.0 -0.1
H 0.0 0.6 -0.9
H 0.4 0.6 0.6
H -0.5 -0.7 0.8
H -0.3 0.6 -0.3
H 0.1 0.3 -0.7
H 0.3 -0.6 -1.1
H 0.2 -1.6 1.2
H 2.0 0.7 0.5
H 0.9 1.9 3.4


# 5
Below is a gas-phase ion, C6H10NO2S (charge +1) at a distorted geometry, with properties calculated with ωB97M-V/def2-TZVPD.

Calculated values
Kohn-Sham gap (alpha / beta) in hartree: 0.265 / 0.226
Relative energy (zero: lowest compared OMol25 entry of this formula, charge and spin) in kcal/mol: 101.37
Multiplicity: 3
E in Ha: -837.50005
Net charge: +1

Each line ends with the Mulliken charge.
Element x y z (Å)
C: 0.305 1.130 -0.008  0.514
C: -2.112 -0.767 1.307  -0.843
C: -0.939 -0.982 0.784  0.400
C: 0.211 -0.663 -1.581  -0.705
C: 0.978 0.420 -2.417  -0.393
C: 0.294 1.869 1.269  -1.150
N: -0.306 0.000 -0.314  0.122
O: 1.186 -1.954 1.173  -0.267
O: -0.249 -2.078 0.919  -0.253
S: 1.236 1.796 -1.313  0.114
H: -2.677 -1.401 1.955  0.331
H: -2.721 0.147 1.179  0.245
H: -0.582 -1.194 -2.182  0.396
H: 0.721 -1.618 -1.403  0.370
H: 1.971 0.004 -2.831  0.386
H: 0.461 0.851 -3.257  0.382
H: -0.694 2.239 1.373  0.345
H: 0.890 2.844 1.143  0.436
H: 0.835 1.270 2.097  0.244
H: 1.194 -1.912 2.106  0.326

Force components x, y, z for each atom (eV/Å):
C 2.3 3.3 0.6
C -1.9 1.9 0.4
C 1.8 3.2 -2.1
C -1.3 -0.2 -0.5
C 1.3 -1.7 0.8
C 2.5 0.6 0.1
N -1.9 -5.6 -0.9
O -1.0 0.8 -2.2
O 1.0 -2.7 -0.1
S 0.0 -0.4 -0.2
H 0.6 -0.9 0.5
H 0.8 -0.4 -0.7
H -0.2 1.4 0.5
H 1.0 0.7 0.7
H -1.4 0.7 0.8
H -0.6 -0.2 -0.4
H -1.1 0.0 1.4
H -0.6 -1.5 0.2
H -1.5 1.0 -0.8
H 0.0 0.0 2.1


# 6
Below is a gas-phase ion, C6H10NOS (charge +1) at a distorted geometry, with properties calculated with ωB97M-V/def2-TZVPD.

Calculated values
Kohn-Sham gap (alpha / beta) in hartree: 0.272 / 0.316
Relative energy (zero: lowest compared OMol25 entry of this formula, charge and spin) in kcal/mol: 8.58
Multiplicity: 3
E in Ha: -762.34359
Net charge: +1

Each line ends with the Mulliken charge.
Element x y z (Å)
C: 2.141 -0.904 -0.591  -0.473
C: 2.898 0.158 -0.329  -0.172
C: -1.576 0.868 0.025  -0.080
C: 0.677 0.549 0.606  0.157
C: -2.627 1.904 -0.165  -1.258
C: 0.164 -1.904 0.597  -0.748
N: 0.757 -0.760 -0.201  0.079
O: -0.466 1.206 0.516  -0.301
S: 2.135 1.525 0.430  -0.040
H: 2.469 -1.837 -0.983  0.434
H: 3.932 0.156 -0.694  0.376
H: -1.733 -0.172 -0.149  0.560
H: -2.963 2.077 0.824  0.313
H: -3.495 1.557 -0.706  0.352
H: -2.293 2.770 -0.654  0.338
H: -0.776 -1.538 0.956  0.320
H: -0.012 -2.783 -0.058  0.384
H: 0.757 -2.331 1.526  0.312
H: 0.012 -0.544 -0.948  0.449

Force components x, y, z for each atom (eV/Å):
C 0.2 0.8 0.0
C 0.4 -0.6 -0.8
C -5.0 -2.0 -3.4
C 1.0 -1.0 -0.2
C 0.1 -1.8 0.1
C 0.8 -1.9 1.2
N -1.6 0.9 0.8
O 4.4 3.4 3.1
S -0.2 -0.6 -0.1
H 0.0 -0.5 -0.4
H -0.3 0.3 0.6
H -0.5 -0.6 -0.1
H -0.6 1.0 1.1
H 0.0 -0.5 -0.2
H 0.7 1.4 -0.4
H -0.5 0.0 0.3
H 0.2 0.8 0.1
H -0.6 1.6 -2.1
H 1.6 -0.7 0.3


# 7
Below is a gas-phase ion, C6H10NS (charge +1) at a distorted geometry, with properties calculated with ωB97M-V/def2-TZVPD.

Calculated values
Kohn-Sham gap in hartree: 0.307
Relative energy (zero: lowest compared OMol25 entry of this formula, charge and spin) in kcal/mol: 54.42
E in Ha: -687.19586
Net charge: +1
Structure (SMILES): C/C=C/SCC#[N+]C

Each line ends with the Mulliken charge.
Element x y z (Å)
C: 2.747 0.164 0.456  -1.179
C: 1.382 -0.353 0.106  -0.020
C: 1.156 -1.640 -0.306  -0.116
S: -0.349 -2.402 -0.601  -0.008
C: -1.335 -1.704 0.835  -0.631
C: -1.994 -0.565 0.323  0.334
N: -2.327 0.414 -0.197  0.094
C: -2.938 1.385 -0.979  -0.720
H: 3.362 0.056 -0.534  0.306
H: 2.663 1.219 0.701  0.342
H: 3.127 -0.224 1.341  0.319
H: 0.588 0.248 0.349  0.243
H: 2.125 -2.222 -0.680  0.261
H: -2.294 -2.255 1.021  0.326
H: -0.773 -1.724 1.863  0.430
H: -2.497 2.381 -1.014  0.294
H: -3.112 0.921 -1.939  0.359
H: -3.866 1.533 -0.536  0.365

Force components x, y, z for each atom (eV/Å):
C -0.4 1.3 -3.7
C 1.3 -3.7 -0.1
C 3.6 1.7 -0.7
S -1.3 -0.5 0.8
C -0.4 -1.9 1.2
C 1.0 3.8 -0.8
N 1.2 -2.6 1.6
C -0.3 0.6 -1.0
H -0.4 0.1 2.3
H 0.1 0.3 -0.4
H 1.1 -1.4 1.2
H -2.0 1.5 0.5
H -2.4 0.9 1.0
H 1.0 -1.0 -0.1
H -1.0 0.8 -2.1
H 0.7 -0.5 0.0
H 0.2 0.3 -0.5
H -2.0 0.4 0.7


# 8
Below is a gas-phase ion, C6H10O (charge -1) at a distorted geometry, with properties calculated with ωB97M-V/def2-TZVPD.

Calculated values
Kohn-Sham gap (alpha / beta) in hartree: 0.181 / 0.232
Relative energy (zero: lowest compared OMol25 entry of this formula, charge and spin) in kcal/mol: 27.33
Multiplicity: 2
E in Ha: -309.74460
Net charge: -1

Each line ends with the Mulliken charge.
Element x y z (Å)
C: -1.364 -0.915 -2.121  -1.254
C: -0.569 0.118 -1.344  0.857
C: 0.472 0.748 -1.996  -1.156
C: 1.073 0.379 1.999  -0.333
O: 0.742 -0.998 2.321  -0.556
C: 0.196 0.893 0.883  -0.450
C: -0.649 0.067 0.110  -1.087
H: -1.450 -1.928 -1.728  0.299
H: -2.436 -0.620 -2.136  0.275
H: -1.159 -0.931 -3.197  0.307
H: 0.591 0.817 -3.095  0.226
H: 1.176 1.306 -1.403  0.328
H: 2.067 0.583 1.607  0.120
H: 0.876 0.879 2.956  0.225
H: 0.378 -1.193 1.420  0.364
H: 0.284 1.917 0.505  0.533
H: -1.558 -0.444 0.443  0.301

Force components x, y, z for each atom (eV/Å):
C -2.2 1.1 -0.6
C 1.7 -1.2 0.5
C -0.6 0.3 -0.6
C -1.7 0.4 0.6
O 0.6 0.8 -1.7
C -1.0 0.3 0.3
C -0.5 -0.2 -1.7
H 0.8 0.0 0.2
H 0.2 0.1 0.2
H 0.6 -0.1 0.2
H -0.2 -0.3 0.7
H 0.2 0.2 0.0
H 0.8 -0.5 0.6
H 0.5 0.4 -0.1
H -0.2 -0.8 0.5
H 0.8 -0.1 0.2
H 0.4 -0.3 0.5


# 9
Below is a gas-phase ion, C6H10O (charge -1) at a distorted geometry, with properties calculated with ωB97M-V/def2-TZVPD.

Calculated values
Kohn-Sham gap (alpha / beta) in hartree: 0.122 / 0.258
Relative energy (zero: lowest compared OMol25 entry of this formula, charge and spin) in kcal/mol: 31.27
Multiplicity: 2
E in Ha: -309.73832
Net charge: -1

Each line ends with the Mulliken charge.
Element x y z (Å)
O: -1.237 -1.584 2.220  -0.716
C: -1.650 -0.805 1.341  -0.438
C: -1.268 -1.021 -0.215  -0.642
C: -0.892 0.388 -0.940  -0.706
C: 0.228 1.186 -0.140  -0.852
C: 2.640 0.262 -0.212  -0.819
C: 1.326 0.127 0.144  -0.077
H: -2.305 0.066 1.622  0.354
H: -2.182 -1.456 -0.766  0.329
H: -0.530 -1.879 -0.418  0.269
H: -0.513 0.185 -2.060  0.338
H: -1.749 1.121 -0.938  0.281
H: -0.073 1.515 0.888  0.394
H: 0.723 1.862 -0.793  0.467
H: 3.043 0.975 -0.917  0.291
H: 3.399 -0.266 0.376  0.240
H: 1.038 -0.676 0.808  0.287

Force components x, y, z for each atom (eV/Å):
O 0.9 -1.6 1.7
C 0.0 1.2 -3.0
C -1.5 0.5 0.0
C 0.3 -0.2 -0.2
C 0.6 -4.0 -0.1
C -1.4 -0.5 1.2
C 1.7 1.7 -0.1
H 0.3 -0.3 -0.7
H 0.8 0.8 0.3
H -0.5 1.6 0.8
H -0.8 0.6 2.3
H 0.3 -1.2 -0.4
H -0.1 0.1 -1.2
H 0.0 1.4 -0.3
H -0.3 0.4 0.0
H -0.2 -0.4 -0.6
H 0.0 0.0 0.3


# 10
Below is C6H10O in the gas phase, with properties calculated with ωB97M-V/def2-TZVPD.

Calculated values
Kohn-Sham gap in hartree: 0.368
Relative energy (zero: lowest compared OMol25 entry of this formula, charge and spin) in kcal/mol: 10.35
E in Ha: -309.82588
Net charge: 0
Structure (SMILES): C/C=C(/C)CC=O

Each line ends with the Mulliken charge.
Element x y z (Å)
C: 2.210 -0.018 -0.363  -1.148
C: 0.882 -0.574 -0.787  -0.368
C: -0.333 -0.138 -0.454  1.018
C: -1.583 -0.798 -0.982  -1.386
C: -0.586 1.002 0.502  -0.972
C: -0.711 0.522 1.942  0.080
O: -0.068 -0.386 2.408  -0.460
H: 2.867 0.104 -1.232  0.375
H: 2.126 0.953 0.134  0.258
H: 2.713 -0.700 0.333  0.262
H: 0.934 -1.445 -1.442  0.306
H: -2.040 -0.189 -1.774  0.281
H: -1.374 -1.789 -1.396  0.387
H: -2.337 -0.912 -0.193  0.342
H: -1.496 1.553 0.234  0.350
H: 0.232 1.736 0.497  0.331
H: -1.435 1.079 2.573  0.342

Force components x, y, z for each atom (eV/Å):
C 0.0 0.1 0.0
C -0.2 0.0 0.0
C 0.2 -0.1 -0.1
C -0.1 0.0 0.0
C 0.0 0.0 0.0
C 0.2 -0.2 0.1
O -0.3 0.4 -0.2
H -0.1 0.0 0.1
H 0.0 -0.2 -0.1
H -0.1 0.1 -0.1
H 0.0 0.1 0.1
H 0.0 -0.1 0.1
H 0.0 0.2 0.0
H 0.1 0.0 -0.1
H 0.1 -0.1 0.0
H -0.1 -0.1 0.0
H 0.1 0.0 0.0


# 11
Below is C6H10O in the gas phase at a distorted geometry, with properties calculated with ωB97M-V/def2-TZVPD.

Calculated values
Kohn-Sham gap in hartree: 0.409
Relative energy (zero: lowest compared OMol25 entry of this formula, charge and spin) in kcal/mol: 40.12
E in Ha: -309.77843
Net charge: 0
Structure (SMILES): C#C[C@](C)(O)CC

Each line ends with the Mulliken charge.
Element x y z (Å)
C: 0.340 0.424 2.604  0.191
C: 0.308 0.370 1.400  -1.202
C: 0.375 0.288 -0.085  1.280
C: 1.845 -0.056 -0.501  -1.681
O: 0.064 1.571 -0.603  -0.548
C: -0.630 -0.713 -0.652  -0.561
C: -2.106 -0.382 -0.418  -1.172
H: 0.369 0.463 3.672  0.474
H: 2.629 0.607 -0.075  0.432
H: 2.072 -1.051 -0.127  0.372
H: 2.033 -0.065 -1.591  0.407
H: 0.959 1.883 -0.584  0.407
H: -0.429 -0.746 -1.729  0.311
H: -0.377 -1.685 -0.220  0.321
H: -2.741 -1.139 -0.895  0.367
H: -2.361 0.593 -0.845  0.300
H: -2.350 -0.363 0.649  0.302

Force components x, y, z for each atom (eV/Å):
C 0.0 -0.1 -0.5
C 0.2 -0.3 0.5
C 0.2 -0.3 0.2
C 0.2 -0.4 0.1
O 0.0 -0.2 -0.2
C 0.2 -0.1 -0.1
C 0.1 0.0 0.1
H 0.0 0.0 -0.2
H -0.8 -0.1 0.1
H 0.1 -0.1 0.0
H -0.6 0.0 0.4
H 0.3 1.6 -0.4
H 0.0 -0.1 0.1
H -0.1 -0.1 -0.1
H 0.2 0.2 0.1
H 0.1 -0.1 0.1
H 0.1 0.0 -0.1


# 12
Below is C6H10O in the gas phase at a distorted geometry, with properties calculated with ωB97M-V/def2-TZVPD.

Calculated values
Kohn-Sham gap in hartree: 0.390
Relative energy (zero: lowest compared OMol25 entry of this formula, charge and spin) in kcal/mol: 34.49
E in Ha: -309.78741
Net charge: 0
Structure (SMILES): C[C@H]1C[C@H]1CC=O

Each line ends with the Mulliken charge.
Element x y z (Å)
C: 1.909 -0.129 -0.955  -1.398
C: 0.876 -0.979 -0.267  0.381
C: 0.481 -0.705 1.136  -0.802
C: -0.526 -0.456 -0.048  -0.117
C: -1.101 0.900 -0.416  -0.718
C: -2.178 0.941 0.693  0.120
O: -2.796 0.024 1.181  -0.475
H: 2.866 -0.653 -1.014  0.406
H: 2.085 0.823 -0.438  0.276
H: 1.567 0.095 -1.970  0.288
H: 0.868 -2.034 -0.526  0.375
H: 0.358 -1.533 1.835  0.250
H: 1.033 0.112 1.623  0.244
H: -1.347 -1.151 -0.276  0.285
H: -1.403 1.056 -1.488  0.321
H: -0.443 1.748 -0.199  0.235
H: -2.249 1.940 1.130  0.330

Force components x, y, z for each atom (eV/Å):
C 0.1 0.0 -0.1
C -0.4 0.0 -0.5
C -0.6 0.1 0.0
C 1.2 -0.7 -0.4
C 0.2 -0.3 0.8
C -0.5 0.6 -0.2
O 0.4 0.6 -0.8
H 0.0 0.1 0.0
H -0.1 -0.2 -0.1
H 0.2 0.0 0.0
H 0.2 0.1 -0.2
H -0.3 0.1 -0.4
H -0.7 0.0 -0.4
H 0.8 -0.2 0.8
H -0.2 -0.6 1.1
H 0.1 -0.1 0.1
H -0.4 0.4 0.3